{
  "formula": "C36H38F40N2O5SSi",
  "method": "ωB97M-V with the def2-TZVPD basis set",
  "gap_ev": 8.95,
  "lumo_ev": 0.3,
  "homo_energy_ev": -8.66,
  "charge": 0,
  "elements": ["H", "N", "C", "C", "C", "Si", "N", "S", "C", "C", "C", "C", "C", "C", "C", "C", "H", "H", "H", "H", "H", "H", "H", "H", "H", "H", "H", "H", "H", "H", "H", "H", "H", "F", "C", "F", "C", "F", "F", "C", "O", "C", "F", "F", "C", "F", "F", "H", "H", "H", "H", "F", "C", "F", "C", "F", "F", "C", "O", "C", "F", "F", "C", "F", "F", "H", "H", "H", "H", "F", "C", "F", "C", "F", "F", "C", "O", "C", "F", "F", "C", "F", "F", "H", "H", "H", "H", "F", "C", "F", "C", "F", "F", "C", "O", "C", "F", "F", "C", "F", "F", "H", "H", "H", "H", "F", "C", "F", "C", "F", "F", "C", "O", "C", "F", "F", "C", "F", "F", "H", "H", "H", "H"],
  "coordinates": [[-6.098264, 3.472168, 8.453232], [-6.054844, 4.359439, 8.957188], [-4.849659, 4.708012, 9.131084], [-4.575660, 6.001189, 9.832120], [-3.642761, 3.937895, 8.658766], [-3.533494, 2.172383, 9.269637], [-3.556631, 2.065628, 11.006004], [-5.111932, 0.910629, 8.519376], [-1.881106, 1.453074, 8.663260], [-1.981452, 1.034263, 7.226427], [-1.872226, 1.986053, 6.204338], [-1.980323, 1.639773, 4.853409], [-2.166882, 0.310172, 4.471391], [-2.272146, -0.059496, 3.019116], [-2.254277, -0.642936, 5.493240], [-2.171639, -0.292297, 6.840069], [-5.520209, 6.491261, 10.029563], [-4.029893, 6.644277, 9.142855], [-3.995745, 5.857755, 10.738027], [-3.573843, 3.945716, 7.573019], [-2.740406, 4.433378, 9.017739], [-4.499741, 1.993180, 11.375415], [-3.110920, 1.197379, 11.284588], [-4.965873, 1.083235, 7.198479], [-1.610154, 0.622185, 9.310384], [-1.124431, 2.230570, 8.736960], [-1.702181, 3.031937, 6.420684], [-1.918421, 2.394561, 4.084191], [-3.255768, -0.484141, 2.837150], [-1.496413, -0.740229, 2.686009], [-2.211419, 0.845675, 2.423464], [-2.396844, -1.676379, 5.212330], [-2.252343, -1.061472, 7.592231], [-1.992037, 3.003573, 0.104464], [-2.829878, 3.895118, -0.462052], [-3.891112, 4.051013, 0.362996], [-3.337423, 3.428823, -1.828851], [-4.186641, 2.388680, -1.684398], [-4.072432, 4.476802, -2.305881], [-2.307967, 3.115049, -2.922471], [-1.900255, 1.766857, -3.112631], [-0.922193, 1.188287, -2.359188], [-0.200760, 2.097386, -1.681579], [-0.070636, 0.578011, -3.225410], [-1.449021, 0.077206, -1.442593], [-2.486485, 0.503048, -0.699716], [-0.458649, -0.317388, -0.613090], [-2.318427, 4.856636, -0.559336], [-2.818457, 3.352015, -3.851655], [-1.453749, 3.781972, -2.866694], [-1.775180, -0.779102, -2.038107], [2.983447, -2.300128, -2.756038], [1.635065, -2.279259, -2.750947], [1.218288, -2.334677, -1.467135], [1.027243, -3.462340, -3.507095], [1.223575, -4.612601, -2.831374], [-0.318588, -3.218382, -3.501968], [1.400802, -3.660053, -4.982332], [2.439531, -4.568030, -5.321866], [3.764487, -4.208330, -5.280300], [3.919471, -2.875675, -5.224821], [4.308300, -4.619683, -6.448949], [4.549379, -4.926035, -4.172202], [3.950736, -4.795804, -2.977745], [5.784200, -4.385064, -4.100659], [1.293311, -1.338427, -3.188542], [0.517870, -4.120068, -5.423677], [1.528742, -2.703474, -5.489405], [4.635163, -5.989452, -4.410612], [2.595154, -9.052109, -5.364669], [1.831457, -7.947429, -5.496067], [1.094570, -7.819212, -4.369555], [0.888808, -8.023479, -6.696963], [-0.081931, -8.935032, -6.480065], [0.283085, -6.798290, -6.744172], [1.500197, -8.238597, -8.087600], [1.564361, -9.549795, -8.616080], [2.580948, -10.414914, -8.310871], [3.623565, -9.782050, -7.741506], [3.019598, -10.928510, -9.479899], [2.112218, -11.613668, -7.475382], [1.429478, -11.219709, -6.385622], [3.197417, -12.312067, -7.074402], [2.479803, -7.071972, -5.582847], [0.813684, -7.729293, -8.761874], [2.456707, -7.722437, -8.181404], [1.471923, -12.256531, -8.082719], [-0.103758, 6.485464, -5.745362], [-1.296586, 5.867876, -5.708147], [-1.512989, 5.451455, -4.431844], [-1.353913, 4.638898, -6.616618], [-0.579434, 3.652841, -6.116169], [-2.648652, 4.208296, -6.531407], [-1.070168, 4.820673, -8.112815], [0.233856, 4.569030, -8.597332], [1.228681, 5.510413, -8.544686], [0.740037, 6.738535, -8.289320], [1.790295, 5.552753, -9.769999], [2.356850, 5.130536, -7.576359], [1.875609, 4.818735, -6.358271], [3.192436, 6.183757, -7.451960], [-2.078067, 6.582275, -5.978953], [-1.671655, 4.050685, -8.593238], [-1.454610, 5.775527, -8.473884], [2.907771, 4.274426, -7.970698], [4.508955, 3.064749, 5.766950], [5.364198, 2.043299, 5.566311], [5.750076, 2.067508, 4.270193], [4.723057, 0.684702, 5.859137], [3.800536, 0.385779, 4.922313], [5.740573, -0.216572, 5.722179], [4.142179, 0.440343, 7.258361], [2.758342, 0.639454, 7.475623], [2.226835, 1.871720, 7.744426], [3.180141, 2.761918, 8.085874], [1.424989, 1.723761, 8.821611], [1.334010, 2.389859, 6.611688], [1.971850, 2.352957, 5.425402], [0.994651, 3.679401, 6.861257], [6.246970, 2.185214, 6.196046], [4.269366, -0.629413, 7.415397], [4.741583, 0.933348, 8.024953], [0.423126, 1.793553, 6.531150]],
  "forces_ev_per_a": [[-0.1, 0.0, 0.0], [-0.1, -0.2, -0.2], [-0.1, 0.1, 0.1], [-0.2, 0.1, -0.4], [0.0, -0.1, 0.3], [0.6, -0.2, -0.3], [-0.4, -0.4, -0.4], [-0.3, -0.1, 0.2], [-0.6, 0.3, -0.1], [0.3, 0.1, -0.5], [-0.3, -0.2, -0.5], [0.0, -0.5, 0.5], [0.2, 0.1, 0.5], [-0.3, 0.4, 0.2], [0.0, 0.3, 0.0], [0.0, 0.1, -0.5], [-0.1, 0.0, 0.3], [0.3, 0.1, 0.1], [0.1, 0.0, 0.1], [-0.1, -0.1, -0.2], [0.2, 0.0, 0.0], [0.0, 0.3, 0.2], [0.2, 0.1, 0.2], [0.2, 0.1, 0.0], [0.1, -0.1, 0.0], [0.2, 0.1, 0.3], [0.0, 0.1, 0.3], [0.1, 0.2, 0.0], [0.0, -0.3, -0.2], [0.1, -0.2, 0.0], [0.1, 0.1, -0.2], [0.0, -0.2, 0.1], [0.0, -0.1, 0.1], [0.0, -0.1, -0.1], [-0.1, 0.3, 0.2], [0.0, 0.0, 0.0], [-0.2, -0.6, -0.1], [0.1, 0.0, 0.1], [0.1, 0.2, 0.0], [0.2, 0.1, -0.4], [-0.4, -0.2, 0.5], [0.1, 0.4, -0.2], [0.0, -0.1, 0.1], [0.1, -0.1, -0.1], [-0.1, -0.4, 0.1], [0.0, 0.1, 0.1], [0.0, 0.1, 0.0], [0.0, 0.0, 0.0], [-0.1, 0.0, 0.0], [0.1, 0.0, 0.2], [0.0, 0.1, -0.1], [0.0, -0.1, -0.1], [-0.1, 0.3, 0.1], [0.0, -0.1, -0.1], [0.3, -0.6, 0.0], [0.0, 0.1, 0.0], [-0.1, 0.2, -0.1], [-0.4, 0.1, -0.6], [0.3, -0.1, 0.7], [-0.4, 0.3, -0.3], [0.0, 0.0, 0.1], [0.1, -0.1, -0.1], [0.1, -0.2, 0.1], [0.0, 0.1, 0.0], [0.0, 0.0, 0.0], [0.0, 0.0, 0.0], [0.0, -0.1, 0.1], [0.2, 0.1, 0.2], [0.0, 0.0, 0.0], [-0.1, 0.0, -0.1], [0.2, 0.2, 0.4], [-0.1, 0.0, -0.1], [-0.3, -0.5, -0.1], [0.1, 0.0, 0.1], [0.1, 0.2, 0.0], [0.2, 0.4, -0.5], [-0.2, -0.3, 0.5], [0.1, 0.4, -0.2], [0.0, 0.0, 0.1], [0.1, -0.1, -0.1], [-0.1, -0.2, 0.0], [0.0, 0.0, 0.0], [0.0, 0.0, 0.0], [0.0, 0.0, -0.1], [-0.1, 0.0, 0.0], [0.1, -0.1, 0.2], [0.0, 0.0, 0.0], [0.0, -0.1, 0.0], [-0.2, 0.2, 0.2], [0.0, 0.2, -0.1], [0.4, -0.3, -0.1], [0.0, 0.1, 0.0], [-0.1, 0.1, 0.0], [-0.4, 0.1, -0.6], [0.2, -0.1, 0.6], [-0.4, 0.1, -0.2], [0.0, 0.0, 0.1], [0.1, 0.0, -0.1], [0.2, -0.1, 0.1], [0.0, 0.1, 0.0], [0.0, 0.0, 0.0], [0.0, 0.0, 0.0], [0.0, 0.0, 0.0], [0.1, 0.1, 0.2], [0.0, 0.0, 0.0], [0.0, -0.1, 0.0], [0.3, 0.1, -0.1], [0.0, 0.0, 0.0], [-0.5, -0.1, -0.2], [0.0, 0.1, 0.0], [0.2, 0.0, 0.1], [0.2, -0.3, 0.6], [-0.1, 0.2, -0.6], [0.4, -0.1, 0.2], [0.0, 0.0, -0.1], [-0.1, 0.0, 0.1], [-0.2, 0.0, -0.4], [0.1, 0.0, 0.1], [0.0, 0.0, 0.2], [0.0, 0.0, 0.0], [0.0, 0.0, -0.1], [0.0, 0.2, -0.1], [0.1, -0.1, 0.1]]
}